Below is a gas-phase ion, C5H6ClO6 (charge -1) in a non-equilibrium geometry, with properties calculated with the ωB97M-V functional and the def2-TZVPD basis.

Last column: Löwdin charge in e.
Geometry (Å):
C -2.2092 -1.2170 -0.1164  -0.69
C 0.9494 -0.1252 -1.3345  -0.12
C 1.3172 -0.4119 0.1471  -0.33
C 0.4229 0.6188 0.9705  -0.32
C -0.6619 0.9815 -0.1636  -0.78
O -1.2949 -1.8737 -0.5664  0.02
O -3.3055 -1.4565 0.2857  0.06
O -0.1627 0.7405 -1.4776  -0.07
O 1.1778 -1.7095 0.5443  -0.06
O 1.2573 1.6233 1.3472  -0.10
O -1.9310 0.3050 0.0780  -0.11
Cl -1.1001 2.6652 0.0476  0.76
H 1.6921 0.3989 -1.9325  0.13
H 0.6674 -1.0639 -1.6625  0.09
H 2.3799 -0.2234 0.4375  0.15
H -0.0732 0.2126 1.9409  0.18
H 0.2920 -1.9369 0.0350  0.10
H 0.5825 2.4720 1.4195  0.10

Atomic forces in eV per Å
C 0.289 1.857 0.834
C 1.038 1.326 0.645
C 1.083 2.190 1.597
C -0.914 -2.483 -0.885
C -1.925 -2.615 0.722
O 1.738 -0.788 -0.902
O -1.437 -0.207 0.238
O -0.714 0.691 2.661
O -2.823 -1.846 -1.869
O -1.693 4.802 0.349
O 1.656 0.478 -0.430
Cl -0.266 1.338 -0.278
H 0.667 -0.668 0.098
H -0.305 -1.863 -1.494
H -0.672 0.729 -0.661
H 0.345 0.061 -2.090
H 1.325 -0.343 1.642
H 2.607 -2.659 -0.178

The SMILES is O=C([O-])O[C@]1(Cl)OC[C@H](O)[C@H]1O. The calculation puts the highest occupied orbital energy at -5.8 eV. The calculation puts the energy at -1105.8100 Eh. The net charge is -1. The calculation puts the lowest unoccupied orbital energy at 0.1176 hartree.